(1)
Entry from the Open Molecules 2025 dataset: a molecular structure, C2H2N2O3S (ωB97M-V with the def2-TZVPD basis set).

Geometry as XYZ:
```
10
Properties=species:S:1:pos:R:3
C 0.99114 0.09168 -0.93184
C 0.58075 1.18816 0.11341
N 0.46197 -1.00650 -0.95061
N -0.80094 0.62779 0.44805
O 1.19929 2.09244 0.58210
O -2.04420 -1.36157 -0.59058
O -0.51528 -1.67954 1.33425
S -0.87242 -1.01938 0.15209
H 1.97902 0.31452 -1.55377
H -0.97933 0.75241 1.39690
```

The LUMO energy is -0.036 hartree. The total charge is 0. The calculation puts the gap between HOMO and LUMO at 10.20 eV. The energy above the lowest of the compared OMol25 structures with the same formula, charge and spin is 190.9 kJ/mol. The largest force on an atom comes out at 6.5 eV/A. The HOMO energy comes out at -11.2 eV.

(2)
Entry from the Open Molecules 2025 dataset: a molecular structure, C21H54LiN3O13P (ωB97M-V with the def2-TZVPD basis set).

Geometry as XYZ:
```
93
Properties=species:S:1:pos:R:3
C -0.64400 2.90359 4.40698
N -0.01857 1.54366 4.35424
C 1.16131 1.55285 3.45730
C 0.35845 1.16433 5.81869
C -1.10691 0.56520 3.96004
C -0.66635 -0.92035 3.78949
O -1.63707 -1.56193 3.08338
H 0.10122 3.65334 4.76751
H -1.53026 2.80298 5.02539
H -0.88924 3.22132 3.29315
H 1.93387 2.19635 3.70393
H 0.81367 1.85238 2.48796
H 1.50311 0.60012 3.21959
H -0.61934 1.12576 6.41598
H 0.98993 1.96000 6.23129
H 0.90299 0.37111 5.54628
H -1.55181 0.92562 3.15392
H -2.07577 0.72565 4.59682
H -0.42951 -1.37708 4.75378
H 0.14049 -0.98854 3.12584
H -1.83934 -1.00992 2.13624
C -0.47758 -2.98702 -2.06143
N 0.11051 -3.57373 -3.31226
C 1.24845 -4.41628 -2.90081
C -0.93556 -4.40426 -3.88509
C 0.47160 -2.42438 -4.28185
C 1.38063 -2.80948 -5.47191
O 1.47028 -1.78148 -6.40833
H 0.41062 -2.33518 -1.77745
H -0.70354 -3.53700 -1.25707
H -1.38187 -2.35625 -2.26510
H 1.37614 -4.84895 -3.96868
H 0.84674 -5.35538 -2.47815
H 2.07617 -4.15795 -2.39541
H -1.78204 -4.94379 -3.19573
H -0.45588 -5.12574 -4.59412
H -1.54410 -3.94098 -4.39617
H 1.01973 -1.70477 -3.65492
H -0.43501 -1.95346 -4.55068
H 1.17627 -3.68986 -5.94990
H 2.52115 -3.03731 -5.05578
H 0.68515 -1.82085 -7.04224
C 1.65653 4.06373 -3.31884
N 0.93496 2.82288 -3.06605
C -0.43291 3.07822 -2.57513
C 0.98797 2.07173 -4.40976
C 1.69975 1.92716 -2.11141
C 2.11942 2.54364 -0.74810
O 2.49460 1.59790 0.15183
H 1.07661 4.63441 -3.96880
H 2.71052 4.15142 -3.61083
H 1.61814 4.70639 -2.52801
H -0.61303 3.63588 -1.75951
H -0.98764 2.18219 -2.58708
H -0.87542 3.79027 -3.30608
H 0.35265 2.37696 -5.14894
H 0.40315 1.12475 -4.28077
H 2.10492 1.88569 -4.99228
H 2.57865 1.68817 -2.53450
H 1.11031 1.07664 -1.92639
H 1.14286 2.85794 -0.10635
H 2.62769 3.33945 -0.66516
H 1.84474 0.98246 -0.08464
Li -2.78638 -0.86900 -0.86426
P -0.73218 0.23247 0.15359
O -1.21864 0.12126 -1.21833
O 0.77361 -0.25912 0.33660
O -1.74946 -0.49896 0.77216
O -0.81266 1.59398 0.46634
C 3.26872 -7.35206 0.38771
O 3.38217 -6.12165 1.03139
C 2.52451 -5.16356 0.65641
O 1.65858 -5.24038 -0.21238
O 2.51218 -4.19215 1.42949
C 1.74556 -2.98614 1.08402
H 4.24833 -8.04440 0.55835
H 3.12615 -7.42683 -0.60841
H 2.26714 -7.74180 0.65401
H 0.58921 -3.10755 1.41147
H 1.78094 -2.68428 0.10180
H 2.01140 -2.04869 1.64047
C -4.80215 6.59928 4.37743
O -4.94070 5.74445 3.28585
C -4.15325 4.63212 3.20825
O -3.07917 4.64423 3.86483
O -4.32256 3.78702 2.26040
C -3.59553 2.53535 2.16605
H -5.48315 7.40019 4.09675
H -3.72302 7.03029 4.50580
H -5.09290 6.13544 5.39323
H -4.04259 1.94061 1.27544
H -3.53075 1.96035 2.97818
H -2.35264 2.73932 1.95946
```

The LUMO energy is -0.094 hartree. The total charge is +1. The calculation puts the gap between HOMO and LUMO at 6.00 eV. The energy above the lowest of the compared OMol25 structures with the same formula, charge and spin is 398.6 kJ/mol. The largest force on an atom comes out at 13.6 eV/A. The HOMO energy comes out at -8.6 eV.

(3)
Entry from the Open Molecules 2025 dataset: 9 unconnected molecules or ions with the total composition H18O9 (ωB97M-V with the def2-TZVPD basis set).

Geometry as XYZ:
```
27
Properties=species:S:1:pos:R:3
O -3.05496 1.38488 0.16938
H -2.14626 1.16670 -0.03771
H -3.36283 0.65084 0.70102
O -1.46876 -0.43051 -3.50660
H -0.63755 -0.63753 -3.93375
H -1.41231 -0.85775 -2.65190
O -0.45975 0.34493 0.00824
H -0.74290 -0.40157 -0.51978
H -0.24245 -0.03264 0.86056
O 1.10351 2.38144 1.23124
H 0.59054 1.71326 0.77668
H 0.56154 2.63247 1.97923
O 0.77491 -2.60900 0.46750
H 0.78947 -1.99035 1.19777
H 1.26746 -3.36607 0.78447
O 0.98331 3.43064 -1.38408
H 0.70296 4.28092 -1.04546
H 1.00035 2.86009 -0.61570
O -1.46142 -1.85542 -1.12477
H -2.09352 -2.04986 -0.43276
H -0.73130 -2.45132 -0.95725
O 0.78019 -0.81549 2.38992
H 0.45150 -1.54255 2.91869
H 1.26929 -0.27162 3.00734
O 2.56584 -0.42970 -0.47238
H 2.82254 0.09938 0.28287
H 2.15052 -1.20411 -0.09288
```

The LUMO energy is -0.028 hartree. The total charge is 0. The calculation puts the gap between HOMO and LUMO at 9.55 eV. The energy above the lowest of the compared OMol25 structures with the same formula, charge and spin is 233.6 kJ/mol. Its SMILES is O.O.O.O.O.O.O.O.O. The largest force on an atom comes out at 1.2 eV/A. The HOMO energy comes out at -10.3 eV.

(4)
Entry from the Open Molecules 2025 dataset: 2 unconnected molecules or ions with the total composition C2H2N2O (ωB97M-V with the def2-TZVPD basis set).

Geometry as XYZ:
```
7
Properties=species:S:1:pos:R:3
C 1.55840 0.57134 0.65909
C 0.36845 0.00507 0.35793
N 2.61350 1.04182 0.71878
N 0.65779 -2.22992 0.54439
O 0.36213 -2.52679 1.59963
H -0.05615 -0.27161 1.32773
H -0.26613 0.02619 -0.56240
```

The LUMO energy (spin up / spin down) is -0.021 / -0.034 hartree. The total charge is 0. The calculation puts the gap between HOMO and LUMO (spin up / spin down) at 8.51 / 8.22 eV. The energy above the lowest of the compared OMol25 structures with the same formula, charge and spin is 434.2 kJ/mol. The largest force on an atom comes out at 3.3 eV/A. The HOMO energy (spin up / spin down) comes out at -9.1 / -9.2 eV.

(5)
Entry from the Open Molecules 2025 dataset: a gas-phase ion, C4H9N4O2 (charge +1) (ωB97M-V with the def2-TZVPD basis set).

Geometry as XYZ:
```
19
Properties=species:S:1:pos:R:3
O 1.27683 0.52265 1.51404
N 2.21226 0.41551 0.79665
O 3.33574 0.25194 1.09760
N 1.91428 0.63542 -0.50738
C 0.39291 0.79433 -0.75354
C -0.31683 1.09936 0.61565
N -1.25190 0.29677 1.05507
C -1.67586 -0.91070 0.39046
C -0.67020 -1.39636 -0.62284
N -0.34022 -0.23729 -1.43477
H 2.74164 0.89134 -1.05283
H 0.37437 1.77730 -1.34020
H -0.39956 2.13763 0.89022
H -1.87099 0.47887 1.82658
H -2.71770 -0.53265 0.24595
H -1.96281 -1.71273 1.07701
H 0.21604 -1.94074 -0.21133
H -1.19623 -2.09282 -1.26150
H -0.06176 -0.47784 -2.32482
```

The LUMO energy is -0.143 hartree. The total charge is +1. The calculation puts the gap between HOMO and LUMO at 10.31 eV. The energy above the lowest of the compared OMol25 structures with the same formula, charge and spin is 453.7 kJ/mol. Its SMILES is O=[N+]([O-])N[C@@H]1C=[NH+]CCN1. The largest force on an atom comes out at 5.1 eV/A. The HOMO energy comes out at -14.2 eV.

(6)
Entry from the Open Molecules 2025 dataset: a molecular structure, C30H29ClCsN3O10P (ωB97M-V with the def2-TZVPD basis set).

Geometry as XYZ:
```
75
Properties=species:S:1:pos:R:3
Cs -0.87758 1.93685 1.05040
O 1.40198 5.22380 2.25745
C 1.91962 4.09996 1.78390
O 1.89866 3.79193 0.61289
C 2.41476 3.17104 2.85476
C 3.34526 3.50984 3.81912
C 3.67564 2.53014 4.74908
C 3.03571 1.30388 4.69861
C 2.06965 1.08359 3.71994
N 1.79174 1.99856 2.79788
C 1.25469 -0.22284 3.69192
O 1.75849 -1.18028 4.29864
O 0.17287 -0.16305 3.05782
H 0.76059 5.56649 1.59163
H 3.79135 4.49459 3.83729
H 4.41681 2.73077 5.51292
H 3.24609 0.50554 5.39589
O -1.57992 6.56747 -0.71207
Cl -1.96167 5.38804 0.00686
O -3.27792 5.53198 0.56173
O -1.01602 5.16555 1.10717
O -1.91334 4.22755 -0.85682
O 3.49810 2.07021 -0.85467
N 2.58315 1.45778 -1.67217
C 3.09462 1.05416 -2.75803
C 2.27647 0.41104 -3.79661
C 2.81536 0.40490 -5.08146
C 2.11276 -0.10518 -6.16108
C 0.84684 -0.62311 -5.95349
C 0.31267 -0.65254 -4.67150
C 1.00727 -0.15810 -3.57034
P 0.26705 -0.23723 -1.87985
C -1.15458 -1.37411 -2.16530
C -2.41588 -0.78237 -2.17865
C -3.56358 -1.55250 -2.31709
C -3.46129 -2.92953 -2.43276
C -2.20888 -3.53332 -2.41269
C -1.06501 -2.76175 -2.28017
C 1.43670 -1.38418 -1.05215
C 2.28354 -2.26251 -1.72838
C 3.08628 -3.14555 -1.02196
C 3.04712 -3.16741 0.36728
C 2.21390 -2.29579 1.05202
C 1.42203 -1.40189 0.33976
H 2.93851 2.53657 -0.20373
H 4.15030 1.23398 -2.96366
H 3.80221 0.82805 -5.22967
H 2.55029 -0.08857 -7.15103
H 0.27079 -1.01969 -6.78008
H -0.66887 -1.08457 -4.53065
H -2.50558 0.28991 -2.04970
H -4.53368 -1.07227 -2.30751
H -4.35477 -3.53461 -2.52689
H -2.12246 -4.61023 -2.49187
H -0.09607 -3.24425 -2.24647
H 2.31646 -2.25594 -2.81179
H 3.74267 -3.82167 -1.55705
H 3.67305 -3.86055 0.91608
H 2.17511 -2.28815 2.13535
H 0.79690 -0.72055 0.90535
C -4.09571 -2.34280 3.41910
N -4.21403 -1.26936 2.45457
C -5.39062 -0.43325 2.57002
C -3.25283 -0.96009 1.54223
C -2.06293 -1.87448 1.42828
O -3.33758 0.04685 0.84479
H -4.46377 -1.99262 4.38531
H -3.05955 -2.63756 3.55096
H -4.68507 -3.21848 3.12765
H -6.29187 -1.05110 2.54243
H -5.40527 0.27149 1.74497
H -5.38165 0.12326 3.51173
H -2.31434 -2.92827 1.53920
H -1.31422 -1.59574 2.17997
H -1.62750 -1.71769 0.44436
```

The LUMO energy is 0.076 hartree. The total charge is -1. The calculation puts the gap between HOMO and LUMO at 8.15 eV. The energy above the lowest of the compared OMol25 structures with the same formula, charge and spin is 0.0 kJ/mol. The largest force on an atom comes out at 0.1 eV/A. The HOMO energy comes out at -6.1 eV.